Record 1
108
Properties=species:S:1:pos:R:3:forces:R:3 method="wB97M-V/def2-TZVPD" e_homo_ev=-8.56 smiles="CCCCN(CCCC[Si@@H](CCC(F)(F)C(F)(F)C(F)(F)C(F)(F)S(F)(F)(F)(F)F)CC(=O)O)C(=S)SCCC.COC(=O)OC.COC(=O)OC.COC(=O)OC" charge=0 lumo_energy_ev=-2.77 gap_ev=5.78
C -5.054958 0.768441 1.821699 0.1 -0.6 -0.8
C -3.799483 1.557860 1.052212 0.1 -1.4 0.5
C -2.801904 2.170529 2.199875 0.1 0.4 0.1
C -2.349492 3.729134 1.970150 -1.1 0.0 1.1
N -1.545210 3.986115 0.712958 0.6 2.6 0.1
C -0.183028 3.328916 0.740608 1.1 -0.9 -0.2
C -0.167116 1.796546 0.085947 0.7 0.6 0.2
C 0.766334 0.882922 1.078232 0.3 -0.9 -0.8
C 0.427594 -0.734185 1.033222 -0.4 0.3 -1.0
Si 2.018044 -1.632324 1.701807 -1.1 -0.5 -0.4
C 1.622277 -3.414959 2.426962 0.8 0.1 0.1
C 3.065779 -3.989450 2.968538 -0.5 0.0 1.1
C 2.982166 -5.576111 3.497534 0.0 3.1 1.4
F 1.674043 -5.625561 4.254221 4.2 -0.8 -2.1
F 4.145274 -5.686870 4.457202 -3.6 -0.6 -2.8
C 3.057089 -6.651951 2.258879 -1.6 1.5 -1.7
F 1.756307 -6.495917 1.505175 4.1 -0.4 2.3
F 4.112222 -6.175590 1.338264 -3.0 -1.9 2.8
C 3.140857 -8.225500 2.687737 -2.9 -1.0 2.2
F 2.860381 -8.301469 4.174398 1.1 0.5 -4.8
F 1.966216 -8.968355 2.094037 4.5 2.2 1.7
C 4.577320 -8.958757 2.495341 1.8 -0.5 5.2
F 4.626855 -10.060692 3.530123 -0.4 3.7 -3.6
F 5.749967 -8.075722 2.854015 -4.6 -2.7 -0.9
S 4.941106 -9.753194 0.863042 3.7 -2.3 -3.7
F 6.116295 -10.756670 1.681337 -2.5 2.1 -1.9
F 3.785634 -11.002946 1.037548 2.2 3.2 -0.2
F 3.921439 -8.739997 -0.051340 1.5 -2.2 2.4
F 6.219760 -8.588657 0.616879 -2.8 -2.5 0.0
F 5.434357 -10.490246 -0.603770 -1.2 1.5 3.0
C 3.186841 -1.839291 0.148074 1.3 -0.1 -1.2
C 4.785058 -1.765994 0.514975 1.8 4.4 1.8
O 5.274518 -0.615893 0.988084 -2.6 -7.5 -2.8
O 5.625691 -2.994611 0.332803 -1.8 2.8 2.0
C -1.327294 5.513897 0.723409 1.3 0.0 0.8
S -0.097980 6.203991 1.734270 -2.7 -1.1 -2.1
S -2.342940 6.741891 -0.268821 0.6 -2.2 0.6
C -3.136018 5.957302 -1.772888 -0.6 0.5 -1.7
C -4.460437 6.908965 -2.141801 -0.5 0.6 0.6
C -5.892663 6.130718 -1.880761 0.3 0.5 0.7
H -5.922505 1.490059 2.140707 1.8 -1.4 -0.5
H -5.498379 -0.031782 1.067175 0.8 1.7 1.6
H -4.658711 0.137832 2.752767 -0.8 1.6 -2.0
H -3.237657 0.701507 0.442369 -1.1 1.9 1.3
H -4.166994 2.335612 0.258705 0.6 -1.3 1.7
H -1.823255 1.520607 2.321200 -2.0 1.2 -0.3
H -3.385784 2.106418 3.236392 1.4 0.3 -2.2
H -3.325042 4.413946 1.942978 2.1 -1.5 -0.1
H -1.727213 4.102999 2.895084 -1.0 -0.8 -1.6
H 0.167199 3.299212 1.860017 -0.4 -0.1 -2.1
H 0.645959 3.925165 0.121909 -2.2 -1.0 1.5
H 0.385359 1.871808 -0.963987 -1.3 -0.2 2.2
H -1.236107 1.366093 -0.116729 2.0 0.8 0.7
H 1.882785 0.984460 0.678611 -2.2 0.0 1.0
H 0.765957 1.229017 2.197050 -0.2 -0.5 -2.2
H -0.553338 -1.034487 1.596196 1.8 0.7 -0.9
H 0.276435 -1.087349 -0.096520 0.3 0.8 2.3
H 2.631760 -0.751164 2.724248 0.1 -0.2 0.0
H 1.160768 -4.007987 1.530247 0.8 0.8 1.9
H 0.903697 -3.322926 3.348325 1.2 -0.4 -2.0
H 3.304829 -3.369592 3.960958 -0.5 -1.6 -2.1
H 3.969342 -3.794040 2.251665 -1.8 -0.8 1.2
H 2.892214 -2.835342 -0.406223 0.8 1.9 1.0
H 2.932984 -0.909333 -0.555788 0.8 -2.0 1.5
H 6.223433 -3.060412 1.142510 -0.8 0.6 -1.6
H -3.440856 4.837443 -1.622644 0.8 2.2 -0.2
H -2.389917 6.124372 -2.685421 -1.5 -0.8 2.1
H -4.375686 7.377512 -3.232893 -0.1 -1.3 2.3
H -4.469620 7.851425 -1.410154 0.1 -2.0 -1.6
H -5.984093 5.978824 -0.700696 0.2 0.1 -2.6
H -5.923394 5.090369 -2.421033 0.0 2.1 1.0
H -6.817981 6.816692 -2.191761 2.1 -1.6 0.5
C 3.955769 1.658322 -3.788076 0.1 -0.4 0.4
O 3.736347 2.617754 -4.820293 -0.8 0.7 0.0
C 2.679539 3.440586 -4.602316 -0.2 0.0 0.3
O 1.940422 3.416466 -3.630720 1.0 0.0 -1.4
O 2.587695 4.294751 -5.652659 0.2 -0.8 0.8
C 1.511711 5.226301 -5.558974 -0.4 0.4 0.0
H 4.824110 1.054818 -4.066534 -0.2 0.3 -0.2
H 4.173193 2.156449 -2.837786 -0.2 -0.1 -0.1
H 3.091819 0.993193 -3.689227 0.1 0.2 0.1
H 1.631445 5.867219 -4.679508 -0.1 -0.2 -0.1
H 0.550032 4.703837 -5.531000 0.2 0.1 0.2
H 1.533641 5.858746 -6.450810 0.2 -0.3 0.1
C 4.104942 -6.661000 -2.136524 0.0 -0.2 0.4
O 4.198274 -6.130353 -3.457068 -0.8 0.0 -0.8
C 3.095333 -6.335522 -4.220504 -0.3 -0.2 0.2
O 2.078937 -6.914872 -3.870975 1.4 0.8 -0.5
O 3.319330 -5.784424 -5.440081 0.0 -0.4 1.0
C 2.234781 -5.925136 -6.355646 -0.4 0.0 -0.4
H 5.040979 -6.439650 -1.616325 -0.1 0.1 -0.3
H 3.285292 -6.187045 -1.586980 0.0 -0.2 -0.1
H 3.975949 -7.747787 -2.165398 -0.1 0.3 -0.1
H 1.340316 -5.421644 -5.974857 0.1 -0.2 0.0
H 2.031056 -6.982500 -6.553268 -0.1 0.2 0.2
H 2.523056 -5.448731 -7.296802 0.2 0.0 0.3
C -9.934629 7.020846 2.211210 -0.3 -0.4 -0.2
O -9.083278 8.032724 2.745472 1.1 0.0 -0.2
C -7.774275 7.891982 2.416665 0.2 -0.2 -0.2
O -7.299435 7.002008 1.728663 -0.7 1.2 0.9
O -7.085318 8.912976 2.986016 -0.8 -0.8 -0.4
C -5.683624 8.893548 2.722993 0.6 0.0 -0.1
H -10.956824 7.232401 2.536994 0.3 0.2 0.1
H -9.912125 7.035522 1.116799 0.1 -0.1 0.2
H -9.648996 6.035109 2.592409 0.1 0.2 -0.2
H -5.491098 8.983215 1.648998 0.0 -0.2 0.2
H -5.228007 7.982719 3.124715 -0.1 0.1 -0.2
H -5.233445 9.753897 3.225961 -0.4 -0.1 0.0

=====

Record 2
102
Properties=species:S:1:pos:R:3:forces:R:3 method="wB97M-V/def2-TZVPD" e_homo_ev=-3.37 charge=-1 lumo_energy_ev=1.83 gap_ev=5.20
N 1.025049 1.619314 3.129611 -0.9 0.1 -0.6
P 1.432594 2.201746 1.536328 0.8 0.7 -0.1
O -0.020130 2.908141 1.007859 0.0 -0.5 0.2
Ga 1.574154 0.160424 0.329250 0.4 0.2 -0.2
C 3.050682 -1.052384 1.116730 -0.9 0.6 -0.3
O 4.402578 -0.696571 0.736845 0.4 -0.2 0.3
N 4.483116 0.668991 0.581345 -0.4 0.2 0.4
O 5.438222 1.118000 1.109927 0.2 -0.2 -0.5
P -0.502854 -0.899440 0.839214 1.1 -0.2 0.5
S -0.126006 -2.240104 2.278106 -0.2 -0.3 0.2
H 0.900450 2.356828 3.805313 0.3 0.0 0.2
H 1.677259 0.923693 3.459290 -0.1 -0.1 0.1
H -0.019259 2.839449 0.038987 -0.2 -0.1 0.1
H 1.759799 0.413298 -1.223617 0.0 -0.2 0.1
H 2.837725 -2.064893 0.810157 0.3 -0.3 -0.1
H 3.002165 -1.011201 2.199217 0.1 -0.1 0.3
H -1.377540 0.089520 1.340856 -0.4 -0.2 -0.5
H -1.106995 -1.535312 -0.275812 -0.5 0.4 0.2
O 1.557102 3.241094 6.103323 -0.1 -0.2 0.1
C 1.001984 4.216399 5.695080 0.3 0.1 -0.1
O -0.236304 4.177272 5.146005 0.0 0.1 0.1
C -0.601239 5.478140 4.651174 -0.1 0.2 -0.2
C 0.271747 6.458179 5.423795 0.1 0.0 0.0
C 1.536502 5.633983 5.659450 -0.4 0.3 0.1
H -0.405855 5.502655 3.577401 0.0 0.0 0.0
H -1.663927 5.634171 4.818950 0.0 -0.2 0.0
H 0.439622 7.392359 4.891614 0.0 0.0 -0.1
H -0.195184 6.695629 6.381300 0.0 0.0 0.0
H 2.242253 5.715566 4.831631 0.0 -0.1 0.0
H 2.031088 5.879213 6.594582 0.2 -0.1 0.0
O -0.297190 1.993011 -1.865674 0.0 0.2 0.1
C -0.718989 1.461457 -2.848596 -0.1 0.1 0.0
O 0.085772 0.869145 -3.757392 0.0 0.0 -0.1
C -0.688376 0.400473 -4.878419 0.0 -0.1 0.0
C -2.107225 0.255833 -4.347766 -0.1 0.1 0.1
C -2.165338 1.360724 -3.294353 0.0 -0.5 -0.1
H -0.620678 1.141030 -5.681065 0.0 0.0 0.0
H -0.272634 -0.539575 -5.227791 0.1 0.2 0.0
H -2.867124 0.337705 -5.122237 0.0 0.0 0.0
H -2.226130 -0.714987 -3.865859 0.0 0.0 0.0
H -2.465658 2.321344 -3.716888 0.0 0.0 0.1
H -2.810094 1.107860 -2.457975 0.0 0.2 0.1
O -0.249650 -2.360913 -6.336008 -0.1 -0.2 -0.2
C 0.457282 -3.223280 -5.899057 0.1 0.2 0.2
O 0.034878 -4.496161 -5.736741 0.0 -0.1 0.0
C 1.063670 -5.280189 -5.095540 0.2 -0.1 0.1
C 2.362307 -4.537727 -5.371491 0.0 0.2 0.0
C 1.886883 -3.085246 -5.415814 0.1 -0.5 -0.2
H 0.844303 -5.343808 -4.029796 0.0 0.0 0.0
H 1.057946 -6.284448 -5.512443 -0.2 0.0 0.0
H 3.132092 -4.734397 -4.629196 -0.1 0.0 0.1
H 2.755171 -4.825022 -6.348487 0.0 0.0 0.0
H 1.876267 -2.623134 -4.426640 0.0 0.1 0.0
H 2.464719 -2.474218 -6.102652 -0.1 0.2 0.1
O -5.442767 0.033487 -3.650520 0.2 -0.1 0.1
C -5.841662 1.082620 -4.053998 -0.2 -0.2 0.0
O -5.550469 2.258964 -3.447476 0.0 0.1 -0.1
C -6.250499 3.336848 -4.089602 0.0 0.1 -0.1
C -6.568579 2.828309 -5.489987 -0.1 -0.1 -0.1
C -6.744967 1.330155 -5.247346 0.2 0.5 -0.2
H -7.151279 3.555676 -3.512025 0.0 0.0 0.0
H -5.614557 4.218476 -4.093422 0.1 -0.1 0.1
H -7.433949 3.314171 -5.936421 0.0 0.0 0.1
H -5.713649 2.995535 -6.146689 0.0 0.0 0.0
H -7.767788 1.076270 -4.965738 0.0 -0.1 0.0
H -6.433148 0.726692 -6.094502 -0.1 -0.2 0.1
O -4.873092 1.111375 6.369660 -0.1 0.1 0.0
C -3.795977 0.980655 5.855472 0.0 -0.2 0.1
O -3.578383 1.225812 4.550414 0.0 0.0 0.1
C -2.212593 0.881292 4.197697 0.3 -0.1 -0.2
C -1.447018 0.929015 5.506356 0.0 -0.1 0.2
C -2.514495 0.507246 6.514563 0.3 0.3 -0.3
H -2.209140 -0.115232 3.750095 0.0 0.0 0.0
H -1.831759 1.594544 3.471348 -0.2 0.0 0.0
H -0.559475 0.301920 5.506815 0.0 0.0 -0.1
H -1.134989 1.952071 5.708383 0.0 0.0 0.0
H -2.563180 -0.576761 6.632446 -0.1 0.0 0.1
H -2.389235 0.980833 7.484617 -0.2 -0.1 0.1
O 0.272695 -7.396500 -2.378798 0.1 -0.1 0.1
C -0.890359 -7.474041 -2.640236 0.1 0.1 -0.3
O -1.711432 -8.389773 -2.072572 -0.1 0.0 0.0
C -3.020263 -8.313646 -2.664384 -0.1 0.0 0.0
C -3.112555 -6.913924 -3.257341 0.0 0.1 -0.1
C -1.661280 -6.643227 -3.646018 -0.5 0.0 0.3
H -3.098905 -9.093208 -3.426199 0.0 0.0 0.0
H -3.766716 -8.497932 -1.895911 0.1 -0.1 0.1
H -3.817366 -6.842204 -4.083056 0.0 -0.1 0.0
H -3.423467 -6.205777 -2.488896 0.0 0.0 0.0
H -1.428900 -7.009431 -4.647285 0.1 0.1 0.0
H -1.398144 -5.593894 -3.562857 0.2 0.0 -0.1
O 9.115751 3.281499 6.213210 0.0 0.0 0.2
C 8.700002 2.441023 5.470186 0.2 0.2 -0.2
O 8.538684 1.150989 5.845527 0.0 -0.1 0.0
C 8.128438 0.354777 4.714719 -0.1 -0.1 -0.1
C 7.511212 1.338596 3.732858 0.1 0.1 -0.1
C 8.318337 2.604540 4.011942 -0.4 -0.3 0.0
H 9.012444 -0.141196 4.306471 0.0 0.0 0.0
H 7.425661 -0.403308 5.050076 0.0 0.0 0.2
H 7.550901 1.001063 2.701095 0.0 0.0 0.0
H 6.464627 1.506768 3.985908 0.0 0.0 0.0
H 9.233076 2.647763 3.418132 0.0 0.1 0.0
H 7.739201 3.511433 3.867257 0.2 0.1 0.0

=====

Record 3
89
Properties=species:S:1:pos:R:3:forces:R:3 method="wB97M-V/def2-TZVPD" e_homo_ev="-3.07 / -4.67" charge=-1 e_above_lowest_kj_mol=0.00 spin_multiplicity=6 lumo_energy_ev="2.50 / 2.48" s_squared=8.77 gap_ev="5.56 / 7.15"
Os -0.985111 -1.667209 -0.340204 0.1 0.0 -0.1
C -2.307271 -4.844926 3.710634 0.0 0.0 0.0
C -2.233344 -3.895088 2.534811 0.0 -0.1 0.0
O -1.294792 -2.870743 2.867001 0.0 0.1 0.0
P -1.262528 -1.428992 2.083487 0.0 -0.2 0.1
S 0.080804 -0.443747 3.175134 0.0 0.1 -0.1
S -2.636513 -3.125848 -0.587549 -0.1 0.1 -0.1
O -2.760204 -0.826056 2.333595 0.0 0.1 0.0
C -3.142474 -0.176351 3.544223 0.0 -0.1 0.0
C -3.514894 -1.179625 4.618256 0.0 0.0 0.1
H -3.007467 -5.654087 3.492074 0.0 0.0 0.0
H -2.643058 -4.326571 4.610197 0.0 0.0 0.0
H -1.327203 -5.278404 3.913755 0.0 0.0 0.0
H -3.209798 -3.454726 2.318211 0.0 0.0 0.0
H -1.905851 -4.408904 1.629728 0.0 0.0 0.0
H -3.994229 0.455297 3.282118 0.0 0.0 0.0
H -2.324282 0.462484 3.885688 0.0 0.0 0.0
H -4.246708 -1.894083 4.237479 0.0 0.0 0.0
H -3.947249 -0.664346 5.479745 0.0 0.0 0.0
H -2.630688 -1.726517 4.946149 0.0 0.0 0.0
N 1.425865 -2.452887 0.699766 -0.1 -0.2 0.1
S 2.235774 -1.077461 0.775296 -0.1 0.2 0.0
C 3.228446 -1.220614 -0.704172 0.0 0.0 0.0
C 4.194922 -0.253508 -0.951141 0.0 0.0 -0.1
C 4.922990 -0.308739 -2.125997 0.0 0.0 0.0
C 4.673588 -1.318425 -3.051902 0.0 0.0 0.0
C 3.697768 -2.268064 -2.795903 0.0 0.0 0.0
C 2.963391 -2.226504 -1.613867 0.0 0.0 -0.1
C 3.578200 -1.283900 1.958861 0.0 -0.1 0.0
C 4.194907 -2.517805 2.093220 0.1 0.0 0.0
C 5.211384 -2.663168 3.022539 0.0 0.0 0.0
C 5.591919 -1.583062 3.814092 0.0 0.0 0.0
C 4.950106 -0.360486 3.685223 0.0 0.0 0.0
C 3.927197 -0.209258 2.755225 0.1 0.0 0.0
H 0.986253 -2.545947 1.617111 0.0 0.0 0.0
H 4.373679 0.539043 -0.233416 0.0 0.0 0.0
H 5.677525 0.441625 -2.325725 0.0 0.0 0.0
H 5.237810 -1.353840 -3.975577 0.0 0.0 0.0
H 3.487913 -3.044988 -3.519803 0.0 0.0 0.0
H 2.177760 -2.940605 -1.402596 0.0 0.1 0.0
H 3.855598 -3.342895 1.477863 0.0 0.0 0.0
H 5.706017 -3.619544 3.136859 0.0 0.0 0.0
H 6.382352 -1.702276 4.544396 0.0 0.0 0.0
H 5.230265 0.470484 4.319810 0.0 0.0 0.0
H 3.385022 0.724492 2.664763 0.0 0.0 0.0
C -3.185059 2.666181 -3.043695 0.0 0.0 0.0
C -2.793054 1.487053 -2.146778 0.0 0.0 0.0
C -2.948500 0.183269 -2.950671 0.0 0.0 0.0
C -3.804636 1.390659 -0.993472 0.0 0.0 0.0
P -1.063837 1.571576 -1.378337 0.0 -0.1 -0.1
N -0.628296 0.215689 -0.764446 0.0 0.1 0.0
C 0.176628 2.074786 -2.728047 0.0 0.0 0.0
C 1.575167 1.639567 -2.273188 0.0 0.0 0.0
C -0.112246 1.247495 -3.989451 0.0 0.0 0.0
C 0.208598 3.555273 -3.116031 0.0 0.0 0.0
C -1.072895 2.908050 -0.034607 0.0 0.0 0.0
C -1.662654 4.270049 -0.407729 0.0 0.0 0.0
C 0.383148 3.094952 0.423755 0.0 0.0 0.0
C -1.834801 2.373080 1.189362 0.0 0.0 0.1
H -4.236905 2.548166 -3.324914 0.0 0.0 0.0
H -2.609040 2.695076 -3.966923 0.0 0.0 0.0
H -3.086418 3.632010 -2.552116 0.0 0.0 0.0
H -4.016994 -0.003308 -3.091050 0.0 0.0 0.0
H -2.537190 -0.680131 -2.427727 0.0 0.0 0.0
H -2.494536 0.237992 -3.936362 0.0 0.0 0.0
H -4.778651 1.132222 -1.417900 0.0 0.0 0.0
H -3.919916 2.333594 -0.462632 0.0 0.0 -0.1
H -3.533002 0.609855 -0.279633 0.0 0.0 0.0
H 1.540598 0.629657 -1.869988 0.0 -0.1 0.0
H 2.005210 2.296375 -1.521425 0.0 0.0 0.1
H 2.243302 1.643897 -3.139197 0.0 0.0 0.0
H -0.216033 0.188896 -3.755305 0.0 0.0 0.0
H 0.736060 1.359509 -4.671108 0.0 0.0 0.0
H -1.001914 1.579464 -4.519508 0.0 0.0 0.0
H 0.581659 4.186481 -2.311189 0.0 0.0 0.0
H -0.764083 3.934434 -3.425750 -0.1 0.0 0.0
H 0.891646 3.676620 -3.963937 0.0 0.0 0.0
H -1.182409 4.733795 -1.266868 0.0 0.0 0.0
H -1.530021 4.942859 0.446480 0.0 0.0 0.0
H -2.732749 4.210654 -0.601125 0.0 0.0 0.0
H 0.995665 3.613238 -0.311948 0.0 0.0 0.0
H 0.840612 2.132666 0.664157 0.0 0.0 0.0
H 0.377730 3.700341 1.334395 0.0 0.0 0.0
H -2.907425 2.541615 1.121031 0.1 0.0 0.1
H -1.473321 2.890288 2.081916 0.0 0.1 0.0
H -1.649305 1.315540 1.349548 0.0 -0.1 0.0
C -0.298526 -2.421449 -2.148640 0.1 0.0 -0.1
H -0.277907 -3.482989 -2.386431 0.0 0.0 0.0
H -0.207466 -1.788286 -3.031946 0.0 0.0 0.0